The following is a DFT calculation (ωB97M-V/def2-TZVPD) of a structure of composition C44H49F48I4NNbO13S.

Structure (XYZ):
```
161
Properties=species:S:1:pos:R:3:forces:R:3
C 4.699 4.333 -2.363 -0.580 0.524 -1.223
C 3.336 4.977 -2.056 1.441 -0.648 0.024
I 2.561 5.891 -3.818 0.045 -0.342 0.262
C 2.715 4.896 -0.881 -0.360 0.131 0.033
I 3.873 3.709 0.557 -0.465 0.447 -0.049
Nb 0.693 5.824 -0.325 0.940 -0.728 -0.959
C 0.960 7.720 -1.531 -0.597 1.013 1.319
C 0.555 9.095 -0.974 -0.146 0.726 -0.805
O -0.575 9.615 -1.708 0.231 0.072 0.135
C 0.124 4.129 1.097 -0.469 0.006 0.314
C 0.525 2.692 0.638 -0.395 -0.562 0.448
C 1.076 1.912 1.854 -0.529 0.813 -0.069
I 1.640 -0.107 1.365 0.078 0.281 0.092
C 1.504 6.925 1.475 0.300 -0.174 0.178
C 3.026 7.230 1.555 -0.044 0.795 0.574
C 3.692 7.917 0.353 1.380 0.356 0.511
C 5.040 8.515 0.904 -0.491 1.065 0.566
S 6.251 8.748 -0.390 -0.004 -1.477 -1.701
O 6.481 7.500 -1.062 0.430 -0.816 0.774
O 5.838 9.745 -1.320 -0.244 1.463 0.758
O 7.651 9.150 0.326 -1.021 0.211 0.345
C -1.374 6.700 0.281 -0.437 0.909 -0.310
C -2.469 6.337 -0.703 2.687 2.430 1.865
O -2.954 5.302 -0.608 -2.489 -3.853 -0.479
I -3.206 7.661 -2.240 -0.110 0.406 -0.318
O -0.324 5.005 -1.950 0.433 0.357 0.696
N -0.032 3.728 -2.254 -0.225 -0.230 -0.395
O -0.621 3.352 -3.212 0.042 -0.176 -0.013
H 5.424 4.429 -1.557 -0.241 -0.141 0.039
H 4.485 3.290 -2.637 0.323 0.090 0.345
H 5.137 4.797 -3.255 -0.090 -0.060 0.207
H 0.405 7.583 -2.471 0.057 -0.075 0.262
H 2.025 7.830 -1.796 -0.206 -0.556 0.116
H 0.305 9.156 0.092 0.257 -0.351 -0.068
H 1.367 9.823 -1.167 -0.105 -0.243 0.289
H -1.294 9.784 -1.096 -0.080 -0.091 -0.037
H 0.499 4.262 2.126 0.011 0.246 -0.319
H -0.972 4.129 1.206 0.285 0.072 -0.039
H -0.395 2.151 0.362 0.254 0.205 -0.247
H 1.186 2.625 -0.231 0.058 0.104 0.243
H 1.903 2.435 2.341 0.139 -0.408 -0.322
H 0.281 1.849 2.599 0.152 -0.321 -0.149
H 1.285 6.316 2.371 -0.015 0.044 -0.314
H 0.981 7.873 1.696 0.012 -0.234 -0.432
H 3.131 7.962 2.386 0.010 -0.212 -0.213
H 3.645 6.390 1.898 -0.347 -0.101 -0.424
H 3.112 8.789 0.038 -0.082 -0.439 -0.339
H 3.979 7.260 -0.472 -0.638 -0.032 0.034
H 5.408 7.954 1.768 0.399 -0.171 -0.512
H 4.790 9.520 1.278 0.364 -0.154 -0.054
H 8.352 8.836 -0.263 -0.052 -0.129 -0.057
H -1.324 7.772 0.520 0.118 -0.112 -0.452
H -1.688 6.206 1.211 0.166 -0.013 -0.266
C -2.132 -1.226 -1.927 0.325 0.779 -0.016
C -2.488 -2.244 -3.024 0.701 -0.032 0.514
C -3.909 -2.800 -2.994 -0.496 -0.155 -0.355
F -4.165 -3.475 -1.855 -0.011 -0.024 -0.194
F -4.085 -3.677 -4.021 0.177 0.078 -0.037
F -1.581 -3.248 -3.012 -0.188 -0.136 -0.095
F -2.334 -1.607 -4.220 -0.347 0.066 -0.084
O -1.437 -1.721 -0.795 -0.483 -0.893 -0.114
C -2.164 -2.277 0.243 0.090 1.366 -0.464
C -1.846 -3.758 0.444 0.213 -0.521 0.125
F -2.117 -4.470 -0.672 0.036 0.104 0.062
F -2.607 -4.267 1.442 -0.043 0.200 0.036
F -3.483 -2.052 0.064 -0.057 -0.315 0.336
F -1.811 -1.604 1.351 0.024 -0.351 0.304
H -1.428 -0.531 -2.385 0.075 -0.133 -0.067
H -2.987 -0.612 -1.642 -0.148 -0.226 -0.025
H -4.646 -2.001 -3.106 0.098 0.073 0.025
H -0.792 -3.894 0.695 0.007 0.163 0.019
C -2.259 4.359 6.862 -0.584 0.402 0.341
C -1.885 4.317 5.370 0.499 0.465 0.358
C -1.817 2.932 4.726 -0.128 -0.403 -0.597
F -0.878 2.149 5.301 -0.088 0.130 -0.081
F -1.486 3.054 3.421 -0.198 0.192 0.203
F -0.726 4.986 5.186 0.028 -0.165 -0.075
F -2.843 5.022 4.706 -0.229 -0.315 -0.009
O -1.189 4.472 7.792 0.468 -0.524 -0.492
C -0.541 3.319 8.193 -1.104 0.335 0.152
C 0.928 3.313 7.769 0.623 0.169 -0.208
F 1.052 3.406 6.434 -0.085 0.005 0.119
F 1.517 2.149 8.149 -0.325 0.106 0.048
F -1.203 2.230 7.764 0.331 -0.196 0.198
F -0.599 3.296 9.543 0.351 -0.053 0.049
H -2.824 5.280 6.998 0.152 0.091 -0.113
H -2.950 3.562 7.135 0.179 -0.178 -0.153
H -2.783 2.422 4.784 -0.034 0.098 0.107
H 1.468 4.147 8.222 -0.121 -0.016 0.152
C -1.288 -3.877 -6.591 -0.445 0.212 0.622
C 0.087 -4.564 -6.672 -0.662 -0.299 -0.050
C 1.128 -3.890 -7.565 0.623 0.126 -0.066
F 0.734 -3.838 -8.852 0.083 -0.064 0.147
F 2.285 -4.602 -7.531 -0.122 -0.078 0.153
F -0.084 -5.860 -7.033 0.157 -0.052 -0.116
F 0.590 -4.584 -5.409 0.187 0.275 -0.064
O -2.319 -4.399 -7.423 0.621 -0.174 -0.625
C -2.402 -3.959 -8.732 -0.123 0.603 1.064
C -2.169 -5.092 -9.732 0.012 -0.420 -0.397
F -0.952 -5.648 -9.562 -0.112 0.037 0.072
F -2.222 -4.614 -10.996 -0.110 0.164 0.099
F -1.577 -2.917 -8.934 -0.125 -0.053 -0.398
F -3.658 -3.491 -8.900 -0.079 -0.210 -0.292
H -1.652 -4.059 -5.580 0.070 -0.173 -0.023
H -1.213 -2.793 -6.669 0.183 -0.047 -0.207
H 1.343 -2.876 -7.217 -0.090 -0.019 0.067
H -2.924 -5.871 -9.614 -0.082 0.103 0.087
C 6.493 0.341 9.424 0.446 -0.466 -0.466
C 6.706 1.790 9.898 -0.538 -0.061 -0.599
C 6.657 2.023 11.408 0.206 0.347 0.465
F 5.457 1.702 11.931 0.175 0.102 -0.046
F 6.869 3.336 11.675 0.068 -0.048 -0.180
F 5.830 2.598 9.263 0.000 0.058 0.182
F 7.947 2.163 9.475 0.170 -0.140 0.325
O 5.190 -0.008 8.984 -0.305 0.500 0.636
C 4.255 -0.394 9.929 0.941 -0.442 -0.270
C 3.074 0.572 9.991 -0.513 0.301 0.002
F 3.481 1.821 10.301 0.059 -0.132 -0.070
F 2.202 0.185 10.953 0.147 -0.232 0.016
F 4.845 -0.568 11.129 -0.373 -0.100 0.099
F 3.802 -1.606 9.547 -0.315 0.080 0.023
H 7.110 0.230 8.532 -0.069 0.190 -0.056
H 6.889 -0.385 10.133 -0.116 0.170 0.209
H 7.433 1.445 11.917 0.001 -0.057 -0.093
H 2.554 0.606 9.038 0.129 -0.219 -0.064
C -6.873 -5.801 -1.334 0.729 0.349 -0.058
C -7.260 -7.289 -1.399 0.054 0.317 0.738
C -8.337 -7.667 -2.416 -0.182 -0.452 -0.383
F -9.511 -7.056 -2.161 0.131 -0.125 -0.024
F -8.566 -9.003 -2.365 0.169 0.046 0.083
F -7.604 -7.713 -0.163 -0.148 -0.077 -0.107
F -6.132 -7.974 -1.737 -0.084 0.036 -0.384
O -7.479 -5.023 -0.310 -0.751 -0.470 -0.124
C -8.728 -4.480 -0.543 1.076 0.197 -0.510
C -9.784 -5.040 0.411 -0.395 -0.161 0.410
F -9.889 -6.378 0.289 0.082 0.109 0.006
F -10.996 -4.511 0.124 0.123 0.159 -0.104
F -9.074 -4.628 -1.836 -0.361 0.175 0.138
F -8.616 -3.152 -0.327 -0.278 0.025 0.219
H -5.812 -5.781 -1.085 -0.040 -0.132 0.130
H -6.940 -5.314 -2.307 -0.246 -0.140 -0.032
H -8.019 -7.417 -3.433 0.073 0.067 0.053
H -9.529 -4.806 1.446 0.108 0.106 -0.059
C 2.139 -8.490 -6.294 0.252 0.758 -0.021
C 1.808 -9.505 -7.402 0.692 -0.092 0.370
C 0.390 -10.076 -7.398 -0.471 -0.182 -0.368
F 0.123 -10.759 -6.267 0.035 0.035 -0.179
F 0.244 -10.944 -8.431 0.156 0.111 -0.025
F 2.724 -10.500 -7.381 -0.166 -0.107 -0.020
F 1.977 -8.858 -8.589 -0.363 0.106 0.001
O 2.824 -8.987 -5.150 -0.454 -0.768 -0.075
C 2.084 -9.556 -4.130 0.016 1.142 -0.436
C 2.417 -11.035 -3.939 0.164 -0.544 0.122
F 2.174 -11.738 -5.063 0.053 0.113 0.055
F 1.646 -11.562 -2.958 -0.021 0.214 0.061
F 0.770 -9.346 -4.325 -0.023 -0.248 0.344
F 2.414 -8.893 -3.000 0.085 -0.298 0.194
H 2.842 -7.786 -6.736 0.078 -0.151 -0.083
H 1.275 -7.885 -6.018 -0.144 -0.236 -0.014
H -0.351 -9.280 -7.516 0.093 0.075 0.033
H 3.468 -11.162 -3.671 0.003 0.157 0.029
```
Positions in Å, forces in eV/Å.

Results
Total charge = -1
HOMO energy = -0.2097 hartree
Strongest force on any atom = 4.6 eV/Å
Orbital gap = 6.9 eV
Relative energy (zero: lowest compared OMol25 entry of this formula, charge and spin) = 0.0 kcal per mole